30
Properties=species:S:1:pos:R:3:mulliken_charge:R:1 method="wB97M-V/def2-TZVPD" smiles=CCCCNP(CN)CCO relative_energy_kj_mol=0.00 homo_energy_ha=-0.32061 spin_multiplicity=1
C 3.002 0.313 1.441 -1.430
C 2.610 -0.107 0.029 0.007
C 1.900 -1.465 -0.024 -0.962
C 0.895 -1.611 -1.170 -0.610
N -0.505 -1.537 -0.711 -0.435
P -0.908 -0.196 0.291 -0.002
C -2.670 -0.602 0.644 -0.622
N -2.760 -1.731 1.574 -0.571
C -1.216 1.165 -0.946 -0.757
C -1.084 2.544 -0.317 -0.389
O -1.107 3.615 -1.252 -0.523
H 2.155 0.201 2.121 0.344
H 3.818 -0.302 1.824 0.373
H 3.320 1.355 1.476 0.360
H 1.971 0.663 -0.417 0.129
H 3.507 -0.151 -0.595 0.384
H 2.639 -2.263 -0.117 0.467
H 1.385 -1.633 0.924 0.364
H 1.097 -0.843 -1.932 0.322
H 1.029 -2.576 -1.661 0.383
H -1.121 -1.563 -1.517 0.310
H -3.214 -0.845 -0.271 0.424
H -3.105 0.331 1.036 0.297
H -2.569 -1.427 2.521 0.235
H -3.699 -2.109 1.573 0.235
H -0.459 1.051 -1.731 0.406
H -2.204 1.053 -1.400 0.389
H -1.930 2.730 0.349 0.281
H -0.173 2.592 0.292 0.282
H -0.603 3.349 -2.033 0.310

51
Properties=species:S:1:pos:R:3:mulliken_charge:R:1 method="wB97M-V/def2-TZVPD" charge=+3 homo_energy_ha=-0.67214 spin_multiplicity=1
Hf -0.377 -1.343 -1.017 1.151
C 0.150 -1.369 -5.747 -0.634
O 0.786 -2.345 -4.823 -0.355
C 0.807 -2.181 -3.572 1.002
O 0.297 -1.169 -2.946 -0.669
N 1.417 -3.122 -2.858 -0.119
N 1.498 -2.941 -1.460 -0.665
H 0.663 -1.513 -6.689 0.292
H 0.297 -0.363 -5.369 0.314
H -0.898 -1.633 -5.832 0.317
H 1.880 -3.901 -3.315 0.274
H 2.474 -2.759 -1.221 0.314
H 1.232 -3.819 -1.013 0.365
C -2.689 -0.327 -1.619 -1.078
Si -2.234 1.197 -0.508 -0.051
C -0.679 1.774 -1.377 -0.829
C -3.610 2.392 -0.413 -1.065
C -1.811 0.575 1.226 -0.852
Te 0.115 -0.358 1.543 0.136
C 1.309 1.417 1.586 -0.800
Si 2.095 1.665 3.355 0.118
C 2.939 3.294 3.298 -0.998
C 0.677 1.616 4.545 -1.014
C 3.254 0.227 3.538 -0.970
H -3.573 0.029 -2.161 0.528
H -3.054 -1.242 -1.145 0.566
H -2.020 -0.553 -2.470 0.515
H -0.980 2.232 -2.327 0.397
H 0.051 1.006 -1.690 0.430
H -0.112 2.514 -0.812 0.425
H -3.827 2.854 -1.379 0.405
H -3.365 3.186 0.298 0.374
H -4.518 1.892 -0.062 0.384
H -2.561 -0.127 1.593 0.656
H -1.780 1.414 1.928 0.532
H 0.625 2.219 1.304 0.332
H 2.079 1.317 0.818 0.591
H 2.239 4.117 3.134 0.353
H 3.710 3.331 2.525 0.356
H 3.431 3.468 4.261 0.355
H 0.059 2.513 4.451 0.346
H 1.058 1.595 5.570 0.375
H 0.033 0.737 4.445 0.375
H 4.166 0.393 2.956 0.319
H 2.817 -0.726 3.221 0.324
H 3.553 0.095 4.581 0.351
F -2.158 -2.391 0.742 -0.085
B -1.619 -3.643 0.794 0.451
F -1.261 -2.950 -1.532 -0.531
F -0.272 -3.584 0.722 -0.225
F -2.311 -4.712 0.923 -0.082

23
Properties=species:S:1:pos:R:3:mulliken_charge:R:1 method="wB97M-V/def2-TZVPD" charge=+1 relative_energy_kj_mol=205.95 homo_energy_ha="-0.52665 / -0.52643" spin_multiplicity=2 s_squared=0.771
C -1.515 -2.470 -1.122 -0.726
C -0.156 -2.475 -1.794 -0.885
H -1.321 -1.858 -0.233 0.195
H -2.484 -2.168 -1.604 0.279
H -1.753 -3.545 -0.850 0.296
H -0.140 -3.422 -2.338 0.359
H 0.416 -2.888 -0.886 0.155
H 0.291 -1.624 -2.192 0.437
C 2.317 -0.364 -0.039 -1.255
C 0.959 1.182 1.499 -0.332
C 1.102 0.507 0.268 1.273
C -0.276 1.816 1.884 -0.432
C 0.023 0.554 -0.693 -0.584
C -1.415 1.759 1.089 -0.687
C -1.133 1.232 -0.281 -0.383
H 1.828 1.156 2.143 0.372
H -0.357 2.200 2.831 0.444
H 2.976 -0.350 0.783 0.389
H 3.127 -0.144 -0.759 0.351
H 0.048 0.009 -1.648 0.608
H -2.246 2.234 1.369 0.543
H -1.919 1.294 -1.024 0.390
H 2.101 -1.340 -0.464 0.194

7
Properties=species:S:1:pos:R:3:mulliken_charge:R:1 method="wB97M-V/def2-TZVPD" relative_energy_kj_mol=266.01 homo_energy_ha=-0.29493 spin_multiplicity=1
C 0.316 -0.312 -0.006 -0.377
C -1.439 1.073 -0.664 0.293
O -2.281 0.954 -1.454 -0.217
C 1.133 -1.172 0.336 -0.029
O 1.993 -2.115 0.628 -0.524
Cu 0.237 2.002 0.951 0.509
H 2.582 -1.857 1.348 0.344

15
Properties=species:S:1:pos:R:3:mulliken_charge:R:1 method="wB97M-V/def2-TZVPD" relative_energy_kj_mol=196.53 homo_energy_ha="-0.23032 / -0.36910" spin_multiplicity=2 s_squared=0.750
O 1.486 0.623 -0.047 -0.723
Mg 0.596 2.027 1.296 0.325
O 1.373 0.257 2.117 -0.744
C 1.776 -0.122 0.988 1.238
O 1.926 -1.378 0.675 -0.407
O -1.667 -0.066 0.942 -0.427
C -1.731 -1.258 0.755 -0.012
C -0.940 -2.026 -0.271 -0.384
O -0.074 -1.245 -1.040 -0.319
C 1.287 -1.413 -0.861 -0.337
H -2.349 -1.904 1.416 0.347
H -1.673 -2.503 -0.943 0.404
H -0.421 -2.854 0.247 0.347
H 1.805 -0.987 -1.726 0.253
H 1.523 -2.482 -0.968 0.439

43
Properties=species:S:1:pos:R:3:mulliken_charge:R:1 method="wB97M-V/def2-TZVPD" charge=+3 relative_energy_kj_mol=0.00 homo_energy_ha="-0.60940 / -0.62049" spin_multiplicity=6 s_squared=8.842
Ru 1.123 0.290 1.202 0.739
Br 1.526 0.279 4.091 -0.027
C 3.438 -0.047 4.001 -0.483
Br 4.006 0.192 2.159 -0.050
H 3.633 -1.069 4.307 0.401
H 3.952 0.671 4.630 0.403
N 1.726 2.595 1.006 -0.436
N 0.743 3.584 1.031 -0.361
C -0.514 3.312 1.411 0.744
N -1.379 4.301 1.533 -0.374
S -1.016 1.706 1.709 -0.405
H 2.426 2.776 1.725 0.334
H 2.209 2.583 0.108 0.343
H 1.021 4.541 0.850 0.231
H -1.130 5.267 1.375 0.218
H -2.325 4.114 1.825 0.218
N -2.972 -4.570 -0.039 -0.247
C -2.736 -3.531 0.729 0.521
C -1.523 -2.737 0.618 -0.118
N -1.306 -1.749 1.437 0.082
C -2.193 -1.423 2.371 -0.179
C -3.409 -2.163 2.452 -0.409
N -3.624 -3.159 1.657 -0.479
H -2.308 -4.893 -0.729 0.257
H -3.835 -5.096 0.074 0.313
H -0.790 -2.976 -0.146 0.310
H -1.978 -0.611 3.053 0.538
H -4.167 -1.921 3.190 0.414
Br 2.715 -0.720 -6.384 0.172
C 1.417 -0.094 -5.215 0.025
C 0.199 0.449 -5.731 -0.091
N -0.716 0.872 -4.909 -0.473
C -0.595 0.834 -3.591 -0.102
C 0.582 0.315 -3.001 -0.074
C 1.587 -0.138 -3.821 -0.056
C 0.731 0.282 -1.500 0.909
O 1.861 0.524 -1.003 -0.770
O -0.258 0.023 -0.789 -0.523
H 0.001 0.514 -6.796 0.439
H -1.420 1.213 -2.999 0.529
H 2.499 -0.532 -3.391 0.556
O 1.452 -2.288 0.326 -0.272
N 1.352 -1.519 1.174 0.234